[1]
The following is a quantum chemistry calculation of the molecule C4H9NO, from the Open Molecules 2025 dataset.

Atoms and positions in Å:
C 2.1465 0.4615 0.6710
C 1.4212 -0.2600 -0.4626
N -0.0276 -0.0730 -0.4404
C -0.6470 -0.5437 0.5526
O -1.9771 -0.4796 0.7004
C -2.6812 0.1203 -0.3807
H 1.8310 0.0834 1.6501
H 3.2296 0.3178 0.5939
H 1.9349 1.5352 0.6439
H 1.6656 -1.3314 -0.4363
H 1.7857 0.1158 -1.4249
H -0.2050 -1.0569 1.4124
H -3.7351 0.0937 -0.1009
H -2.5136 -0.4423 -1.3038
H -2.3486 1.1498 -0.5361

## Properties
Charge   0
HOMO-LUMO gap   10.77 eV
SMILES   CC/N=C/OC
HOMO energy   -9.673 eV
Energy above the lowest of the compared OMol25 structures with the same formula, charge and spin   1.5043 eV
E_tot   -287.7772 a.u.
Max |F|   0.420 eV Å⁻¹

[2]
The following is a quantum chemistry calculation of a structure of composition C32H46BrN4OPdS2Te, from the Open Molecules 2025 dataset.

Atoms and positions in Å:
Pd 0.9442 1.0202 -0.5512
C -6.6537 -0.7412 -0.2653
C -5.9472 -0.0764 0.9658
C -6.8107 1.1130 1.4522
C -5.8200 -1.1078 2.0863
C -4.6529 0.4036 0.4272
C -3.4118 -0.2185 0.8371
C -2.2528 0.2350 0.3497
Br -0.6063 -0.4553 0.9735
C -2.2136 1.3554 -0.6488
O -1.1470 1.7140 -1.1027
C -3.5177 1.9918 -1.0723
C -4.6401 1.4681 -0.5187
C -3.6165 3.1417 -2.0575
C -2.2938 3.6963 -2.5929
C -4.3696 4.2951 -1.3552
C -4.4540 2.6419 -3.2582
H -7.6057 -1.1253 0.1019
H -6.0756 -1.5765 -0.6603
H -6.8554 -0.0296 -1.0638
H -7.7533 0.7049 1.8143
H -7.0461 1.8270 0.6657
H -6.3279 1.6369 2.2770
H -6.8188 -1.3847 2.4185
H -5.2916 -0.7069 2.9531
H -5.3314 -2.0255 1.7550
H -3.4392 -1.0216 1.5590
H -5.5955 1.8857 -0.7972
H -1.6520 4.0868 -1.8039
H -2.5364 4.5227 -3.2601
H -1.7379 2.9598 -3.1717
H -3.8284 4.6486 -0.4767
H -5.3784 4.0146 -1.0551
H -4.4549 5.1250 -2.0556
H -3.9595 1.8180 -3.7750
H -4.5665 3.4648 -3.9634
H -5.4518 2.3195 -2.9627
N 2.1102 1.4996 -3.7264
C 2.5783 2.4957 -2.9906
N 3.4937 3.3092 -3.4790
S 1.9944 2.8451 -1.3937
H 2.4963 1.2802 -4.6330
H 1.3452 0.9438 -3.3879
H 3.7964 3.2662 -4.4414
H 3.9231 4.0024 -2.8861
Te 3.2727 0.2976 0.1724
C 4.6675 0.7926 -1.3347
C 4.8467 0.0323 -2.4854
C 5.8736 0.3606 -3.3606
C 6.7197 1.4267 -3.0794
C 6.5455 2.1729 -1.9210
C 5.5173 1.8590 -1.0436
C 3.0833 -1.7134 -0.3873
C 3.9544 -2.6104 0.2195
C 3.9278 -3.9434 -0.1673
C 3.0250 -4.3737 -1.1302
C 2.1450 -3.4741 -1.7176
C 2.1760 -2.1349 -1.3526
H 4.2155 -0.8219 -2.6927
H 6.0316 -0.2351 -4.2501
H 7.5329 1.6607 -3.7535
H 7.2232 2.9838 -1.6881
H 5.4003 2.4318 -0.1302
H 4.6571 -2.2849 0.9778
H 4.6176 -4.6450 0.2830
H 3.0107 -5.4134 -1.4287
H 1.4465 -3.8123 -2.4714
H 1.5038 -1.4303 -1.8313
C -0.3467 -3.7983 2.6258
C 1.0525 -3.7831 2.0295
N 2.0860 -3.5211 3.0239
C 2.4400 -2.3123 3.4830
S 1.7785 -0.8628 2.8539
N 3.3417 -2.2771 4.4641
C 3.7945 -1.0798 5.1815
C 2.8681 -0.7013 6.3241
H -1.0854 -3.9973 1.8474
H -0.5720 -2.8408 3.0987
H -0.4426 -4.5783 3.3806
H 1.1440 -3.0286 1.2477
H 1.2875 -4.7456 1.5758
H 2.4606 -4.3271 3.5026
H 3.6389 -3.1602 4.8545
H 3.8797 -0.2709 4.4592
H 4.7954 -1.3033 5.5485
H 1.8699 -0.4720 5.9517
H 3.2535 0.1790 6.8372
H 2.7940 -1.5079 7.0535

## Properties
Charge   +3
HOMO-LUMO gap   3.95 eV
HOMO energy   -15.217 eV
Energy above the lowest of the compared OMol25 structures with the same formula, charge and spin   0.5885 eV
E_tot   -5306.6087 a.u.
Max |F|   0.194 eV Å⁻¹

[3]
The following is a quantum chemistry calculation of the molecule C21H27N5O3S, from the Open Molecules 2025 dataset.

Atoms and positions in Å:
C 2.0672 -1.9173 -0.7434
C 2.8892 -0.9746 -1.1597
C 2.6083 0.5046 -1.1462
N 1.4231 0.8386 -0.4078
C 1.2809 1.0048 0.9451
C 2.3929 0.9654 1.9188
C 2.7987 -0.5039 2.1484
O 3.9296 -0.8924 1.9685
N 1.7357 -1.2408 2.5376
C 1.6341 -2.6291 2.7126
C 2.7470 -3.4586 2.6648
C 2.6056 -4.8231 2.8337
C 1.3580 -5.3876 3.0546
C 1.1924 -6.8673 3.2228
C 0.2530 -4.5461 3.0969
C 0.3615 -3.1756 2.9295
C -0.8637 -2.3079 2.9859
N 0.0181 1.1180 1.2510
N -0.7026 1.0392 0.1165
C 0.1392 0.8652 -0.8698
S -0.2585 0.7271 -2.5546
C -2.0813 0.6458 -2.4381
C -2.7377 1.7517 -3.2511
O -3.2946 1.4841 -4.2992
N -2.6501 3.0133 -2.7838
C -2.1493 3.4632 -1.5040
C -3.2872 4.1511 -0.7363
O -3.8480 5.2096 -1.4752
C -4.3544 4.7502 -2.7085
C -3.2533 4.0934 -3.5437
H 2.3395 -2.9566 -0.7765
H 1.0878 -1.7055 -0.3452
H 3.8626 -1.2243 -1.5548
H 2.4822 0.8623 -2.1748
H 3.4602 1.0275 -0.7005
H 3.2642 1.5124 1.5583
H 2.0529 1.4017 2.8587
H 0.8601 -0.7403 2.6280
H 3.7191 -3.0284 2.4931
H 3.4815 -5.4538 2.7954
H 2.1295 -7.3307 3.5208
H 0.4347 -7.0892 3.9714
H 0.8749 -7.3177 2.2817
H -0.7251 -4.9747 3.2661
H -1.7507 -2.9233 3.1112
H -0.9869 -1.7253 2.0722
H -0.8150 -1.6149 3.8269
H -2.3310 0.6664 -1.3797
H -2.3755 -0.3043 -2.8848
H -1.7624 2.6449 -0.9004
H -1.3474 4.1903 -1.6824
H -2.9096 4.5860 0.1898
H -4.0622 3.4061 -0.4980
H -4.7564 5.6253 -3.2207
H -5.1636 4.0241 -2.5362
H -3.6596 3.6773 -4.4658
H -2.4800 4.8334 -3.7775

## Properties
Charge   0
HOMO-LUMO gap   8.87 eV
SMILES   C=CCn1c(CC(=O)Nc2ccc(C)cc2C)nnc1SCC(=O)N1CCOCC1
HOMO energy   -8.324 eV
Energy above the lowest of the compared OMol25 structures with the same formula, charge and spin   1.3614 eV
E_tot   -1714.1267 a.u.
Max |F|   1.182 eV Å⁻¹

[4]
The following is a quantum chemistry calculation of a structure of composition C24H28N7OSSn, from the Open Molecules 2025 dataset.

Atoms and positions in Å:
Sn 0.5623 -0.0775 1.0151
O -1.6349 0.0532 0.5272
C -2.6925 -0.6095 0.7226
C -3.9480 0.0959 0.7893
C -5.1139 -0.5760 0.9574
C -5.0984 -1.9858 1.0774
C -3.8993 -2.6987 1.0434
C -2.6918 -2.0581 0.8758
C -1.4348 -2.7955 0.8646
N -0.2076 -2.2973 0.9696
C 0.6632 -3.3617 0.9511
C -0.0425 -4.5172 0.8398
N -1.3562 -4.1419 0.7831
H -3.9100 1.1722 0.6932
H -6.0550 -0.0456 1.0073
H -6.0291 -2.5205 1.2129
H -3.9441 -3.7710 1.1823
H 1.7283 -3.2343 1.0469
H 0.2703 -5.5457 0.7931
H -2.1307 -4.7793 0.6902
C 4.7663 -1.5515 -2.5903
N 3.4894 -1.7380 -1.8896
C 2.5406 -2.6266 -2.5554
C 3.1193 -0.9699 -0.8547
N 1.8185 -0.7123 -0.6255
N 4.0746 -0.4559 -0.0593
C 3.7816 0.6301 0.8636
C 5.3107 -1.1906 0.2401
H 5.4656 -2.3611 -2.3871
H 5.2161 -0.6042 -2.3083
H 4.5651 -1.5335 -3.6604
H 3.0855 -3.4847 -2.9434
H 2.0412 -2.1347 -3.3945
H 1.7987 -2.9966 -1.8502
H 1.2502 -1.0262 -1.4039
H 3.0864 1.3373 0.4163
H 4.7066 1.1592 1.0839
H 3.3799 0.2634 1.8140
H 5.2844 -2.1783 -0.2074
H 5.3899 -1.3091 1.3209
H 6.1889 -0.6536 -0.1150
S 0.8451 6.8567 -0.8123
C 0.6208 5.0898 -0.6150
C -0.0556 4.6377 0.5080
C -0.0657 3.2759 0.7727
N 0.5453 2.3831 -0.0042
C 1.1680 2.8199 -1.1047
C 1.2383 4.1601 -1.4445
C -0.1230 7.2485 -2.2650
C -1.4252 7.7276 -2.1095
C -2.1369 8.1611 -3.2278
N -1.4612 8.0596 -4.3395
C -0.2584 7.6546 -4.6361
C 0.4672 7.2177 -3.5287
H -0.5324 5.3282 1.1904
H -0.5621 2.8945 1.6580
H 1.6620 2.0696 -1.7110
H 1.8108 4.4670 -2.3091
H -1.8960 7.8015 -1.1383
H -3.1458 8.5581 -3.2198
H 0.1061 7.6936 -5.6568
H 1.4914 6.9042 -3.6795

## Properties
Charge   +3
HOMO-LUMO gap (alpha / beta)   6.30 / 4.69 eV
HOMO energy (alpha / beta)   -16.293 / -15.881 eV
Energy above the lowest of the compared OMol25 structures with the same formula, charge and spin   0.0000 eV
E_tot   -2001.4249 a.u.
Max |F|   1.258 eV Å⁻¹

[5]
The following is a quantum chemistry calculation of the molecule C6H7ClS, from the Open Molecules 2025 dataset.

Atoms and positions in Å:
Cl -2.5880 -2.4073 0.4716
C -1.1494 -2.3619 1.3929
C -0.0634 -1.5264 1.2987
C -0.0728 -0.3319 0.4048
C 0.9062 0.5555 0.6744
C 1.1058 1.8412 -0.0679
C 0.4546 2.1858 -1.3271
S 2.2079 2.2550 -1.5251
H -1.1958 -3.2893 1.8038
H 0.6923 -1.6377 2.0012
H -0.9004 -0.1789 -0.2191
H 1.6568 0.4460 1.5158
H 1.1845 2.7973 0.5351
H 0.0266 1.3675 -2.0800
H 0.1185 3.1662 -1.4260

## Properties
Charge   0
HOMO-LUMO gap   8.87 eV
SMILES   Cl/C=C\C=C\[C@@H]1CS1
HOMO energy   -8.717 eV
Energy above the lowest of the compared OMol25 structures with the same formula, charge and spin   2.1614 eV
E_tot   -1091.0993 a.u.
Max |F|   4.850 eV Å⁻¹

[6]
The following is a quantum chemistry calculation of a cluster of 2 separate species, C5H14N3 in total, from the Open Molecules 2025 dataset.

Atoms and positions in Å:
C 1.5027 0.9026 -1.8763
C -0.0269 0.5874 -2.1890
C -2.1155 -1.3192 1.1636
C -0.8448 0.5430 2.3992
C -0.7101 -0.7011 1.4800
N 2.6010 0.3026 -2.3985
N 0.0347 -0.1614 0.4090
N 1.1773 0.1198 0.0571
H -0.4006 0.1148 -1.3110
H -0.4687 1.4910 -2.4402
H 0.1358 -0.1765 -3.0697
H -2.8346 -1.2424 1.9865
H -2.6521 -0.7961 0.2746
H -2.0782 -2.3828 1.0760
H -1.0514 0.2018 3.3569
H -1.7827 0.9644 1.9788
H -0.0545 1.2441 2.4541
H -0.2512 -1.4347 2.0912
H 2.6071 -0.7657 -2.5672
H 3.4902 0.8958 -2.0825
H 1.9133 -0.2868 0.6837
H 1.8092 1.8993 -1.4764

## Properties
Charge   +1
HOMO-LUMO gap   9.43 eV
HOMO energy   -13.292 eV
Energy above the lowest of the compared OMol25 structures with the same formula, charge and spin   5.3377 eV
E_tot   -362.7830 a.u.
Max |F|   6.286 eV Å⁻¹

[7]
The following is a quantum chemistry calculation of a structure of composition C37H72N2OP2S4Sn, from the Open Molecules 2025 dataset.

Atoms and positions in Å:
Sn -1.5273 -0.0745 0.4180
C -4.7992 1.6922 -0.0826
C -5.1229 1.2438 1.3270
S -4.0095 -0.0587 1.9223
C -3.5272 0.6121 3.5289
C -2.7785 1.9454 3.5536
S -1.2916 1.9492 2.5289
C -1.4679 3.4043 1.4770
C -2.7659 3.5683 0.6981
S -3.1086 2.1910 -0.4233
H -4.9588 0.8715 -0.7845
H -5.4491 2.5186 -0.3710
H -5.0970 2.0652 2.0410
H -6.1293 0.8268 1.3308
H -4.4353 0.6987 4.1259
H -2.9100 -0.1722 3.9614
H -3.4042 2.7833 3.2531
H -2.4535 2.1256 4.5780
H -1.3091 4.2858 2.0986
H -0.6210 3.3126 0.7946
H -3.6309 3.7103 1.3444
H -2.6670 4.4622 0.0821
S -2.3141 -1.4923 -3.8817
C -2.4120 -1.0160 -2.3841
N -2.5263 -0.6844 -1.2425
C -2.6155 -2.8228 3.5222
C -1.0922 -2.7560 3.6272
C -0.6091 -3.8609 4.5731
C -0.7305 -1.3811 4.2070
P -0.3598 -2.8965 1.8822
N -0.4410 -1.4958 1.0663
C 1.5203 -3.1698 2.0030
C 2.1638 -2.7549 0.6838
C 1.8605 -4.6283 2.3278
C 2.0835 -2.2437 3.0851
C -1.2098 -4.2586 0.8906
C -2.5991 -3.7846 0.4425
C -1.3405 -5.5712 1.6704
C -0.3933 -4.4737 -0.3924
H -3.0405 -2.5929 4.5040
H -2.9772 -3.8103 3.2514
H -3.0023 -2.0974 2.8112
H -1.1027 -3.7278 5.5391
H 0.4614 -3.8115 4.7533
H -0.8565 -4.8574 4.2139
H -1.3447 -1.2167 5.0977
H -0.9268 -0.5824 3.4907
H 0.3037 -1.3075 4.5205
H 1.9097 -3.4193 -0.1338
H 3.2492 -2.7877 0.8103
H 1.8766 -1.7411 0.4151
H 1.6428 -5.2991 1.4999
H 1.3570 -4.9938 3.2204
H 2.9356 -4.6913 2.5151
H 1.7597 -1.2131 2.9364
H 3.1731 -2.2622 3.0053
H 1.8397 -2.5683 4.0928
H -3.3030 -3.6500 1.2570
H -3.0131 -4.5483 -0.2196
H -2.5395 -2.8603 -0.1269
H -2.0403 -5.4886 2.5001
H -0.3896 -5.9394 2.0489
H -1.7374 -6.3317 0.9938
H -0.1996 -3.5259 -0.8979
H -0.9802 -5.0957 -1.0717
H 0.5446 -4.9935 -0.2131
O -0.1895 1.0856 -0.5547
P 0.9504 1.5066 -1.5445
C 0.9166 0.3110 -2.9277
C 1.0984 -1.1525 -2.4656
C 2.5394 -1.6661 -2.5523
C 3.1127 -1.4474 -3.9464
C 3.1171 0.0381 -4.2712
C 1.7004 0.6038 -4.2254
C 0.3740 3.1352 -2.1452
C -1.0064 2.9636 -2.8371
C -0.9271 2.8827 -4.3618
C -0.2256 4.1113 -4.9781
C 0.5628 4.9079 -3.9375
C 1.3410 3.9890 -2.9975
C 2.4600 1.3980 -0.5159
C 2.2187 1.8342 0.9428
C 2.3796 3.3390 1.1426
C 3.7899 3.7628 0.7418
C 4.0440 3.4311 -0.7257
C 3.7966 1.9536 -1.0412
H -0.1502 0.4299 -3.1621
H 0.4838 -1.7704 -3.1254
H 0.6993 -1.2755 -1.4548
H 2.5477 -2.7285 -2.3136
H 3.1828 -1.1636 -1.8225
H 2.5006 -1.9805 -4.6808
H 4.1251 -1.8482 -4.0046
H 3.5279 0.2082 -5.2671
H 3.7652 0.5556 -3.5620
H 1.1329 0.1427 -5.0394
H 1.7262 1.6726 -4.4286
H 0.2059 3.6498 -1.1907
H -1.6264 3.8226 -2.5690
H -1.5139 2.0828 -2.4473
H -1.9419 2.7971 -4.7507
H -0.4093 1.9701 -4.6560
H -0.9594 4.7674 -5.4462
H 0.4521 3.7851 -5.7694
H -0.1146 5.5312 -3.3466
H 1.2589 5.5804 -4.4379
H 1.9553 4.6035 -2.3465
H 2.0169 3.3679 -3.5874
H 2.5275 0.3017 -0.5075
H 2.9659 1.3260 1.5595
H 1.2394 1.4891 1.2760
H 2.1921 3.5908 2.1885
H 1.6481 3.8840 0.5314
H 4.5143 3.2386 1.3721
H 3.9259 4.8323 0.9057
H 5.0738 3.6717 -0.9915
H 3.4020 4.0565 -1.3413
H 4.5869 1.3672 -0.5651
H 3.8855 1.7972 -2.1152

## Properties
Charge   +2
HOMO-LUMO gap   7.50 eV
HOMO energy   -13.699 eV
Energy above the lowest of the compared OMol25 structures with the same formula, charge and spin   0.0000 eV
E_tot   -4127.1594 a.u.
Max |F|   1.012 eV Å⁻¹

[8]
The following is a quantum chemistry calculation of a structure of composition C24H39BF2FeN4O4P, from the Open Molecules 2025 dataset.

Atoms and positions in Å:
Fe -15.3729 0.3189 -0.8686
O -15.5025 -5.8550 -2.8867
C -15.9496 -5.7315 -1.7044
O -16.3492 -6.5779 -0.9041
C -16.0817 -4.3185 -1.2552
C -16.3328 -3.3072 -2.2501
C -16.3350 -2.0049 -1.8122
N -16.1020 -1.6255 -0.5651
C -16.0383 -2.5416 0.4327
C -15.9944 -3.9190 0.0338
C -16.2120 -2.1965 1.8342
O -16.2677 -3.0360 2.7628
O -16.3381 -0.8428 2.1580
H -16.5872 -3.6461 -3.2724
H -16.4450 -1.1248 -2.4763
H -15.8143 -4.6389 0.8292
C -18.8079 3.4435 -2.0007
C -17.8827 3.3804 -3.2219
C -16.6367 4.2189 -2.6954
C -18.4037 4.1280 -4.4487
P -17.3483 1.5508 -3.2847
N -16.5015 1.2145 -2.0181
C -16.2573 1.2539 -4.8313
C -15.0645 2.1912 -4.6344
C -15.6448 -0.1671 -4.7949
C -17.0265 1.4421 -6.1364
C -18.9810 0.5234 -3.5661
C -19.5348 0.2854 -2.1692
C -18.7495 -0.8524 -4.1735
C -20.1163 1.1937 -4.4536
H -18.9576 4.4700 -1.7802
H -18.3089 3.0290 -1.0989
H -19.7586 2.9804 -2.1662
H -16.9577 5.2806 -2.5528
H -15.8605 4.3456 -3.4920
H -16.2160 3.7766 -1.7952
H -18.9553 5.0484 -4.1435
H -19.1440 3.4944 -4.9311
H -17.6264 4.4209 -5.1933
H -14.5549 2.2125 -3.6870
H -15.2571 3.2632 -4.8793
H -14.2058 1.9279 -5.3558
H -14.9874 -0.3016 -4.0044
H -14.9858 -0.2555 -5.7581
H -16.4311 -0.9360 -4.7369
H -17.8026 2.1992 -6.0659
H -17.5580 0.5876 -6.4942
H -16.3553 1.7251 -6.8896
H -18.9417 -0.3886 -1.6139
H -20.5970 -0.1795 -2.2175
H -19.6502 1.1711 -1.5541
H -18.0957 -1.4886 -3.6005
H -18.3652 -0.7375 -5.2103
H -19.7205 -1.3606 -4.2024
H -20.3552 2.1902 -4.1290
H -21.0437 0.7167 -4.3597
H -19.7626 1.2667 -5.5002
C -12.7666 -2.7239 -2.3072
C -12.4671 -3.4073 -3.5697
N -11.5122 -3.0658 -4.3961
C -11.6780 -3.9208 -5.4670
C -12.7148 -4.7408 -5.2614
N -13.2048 -4.4316 -4.0069
H -13.6314 -3.1089 -1.8819
H -12.9762 -1.6934 -2.5687
H -11.9755 -2.7810 -1.6211
H -11.1562 -3.8756 -6.3788
H -13.2374 -5.5804 -5.7458
H -14.0019 -4.8808 -3.4948
F -17.3132 1.2090 2.0913
B -17.3726 -0.0596 1.8064
F -18.4690 -0.5812 1.2761
C -13.5649 1.0636 -0.3914
H -12.7333 0.3485 -0.0946
H -13.5642 1.8260 0.3535
H -13.3201 1.4946 -1.3229

## Properties
Multiplicity   6
Charge   -2
HOMO-LUMO gap (alpha / beta)   3.80 / 6.51 eV
HOMO energy (alpha / beta)   0.098 / -2.613 eV
Energy above the lowest of the compared OMol25 structures with the same formula, charge and spin   0.0000 eV
E_tot   -3287.7153 a.u.
Max |F|   3.218 eV Å⁻¹

[9]
The following is a quantum chemistry calculation of a cluster of 2 separate species, CH2N2O3S in total, from the Open Molecules 2025 dataset.

Atoms and positions in Å:
C -2.9984 0.4844 0.2569
N 0.2630 0.9725 -0.1805
N -3.5288 1.0590 -0.5713
O 1.8156 -1.2768 -0.7408
O -2.7315 -0.2092 1.2214
O 2.4495 0.6931 1.0656
S 1.8043 0.6778 -0.2908
H 0.0203 1.0664 0.7926
H 0.9014 -1.4076 -0.4783

## Properties
Charge   -2
HOMO-LUMO gap   6.85 eV
HOMO energy   -0.631 eV
Energy above the lowest of the compared OMol25 structures with the same formula, charge and spin   0.1413 eV
E_tot   -772.6816 a.u.
Max |F|   5.540 eV Å⁻¹